Here is a cluster of 9 separate species, C28H49F15O14S4 in total at a distorted geometry from the Open Molecules 2025 dataset. Energies are from ωB97M-V with the def2-TZVPD basis set.

Results
E_LUMO = 0.284 eV

Each line ends with the Löwdin charge.
CARTESIAN COORDINATES (ANGSTROEM)
C (5.7365, -4.5223, -2.9349)  -0.233
S (3.8770, -4.2092, -2.9299)  0.821
O (3.7135, -2.8947, -2.2338)  -0.578
C (3.6543, -3.9985, -4.6905)  -0.277
H (6.0255, -4.5627, -1.8950)  0.025
H (6.1776, -3.6619, -3.3801)  0.026
H (5.9677, -5.4779, -3.4151)  0.054
H (4.2237, -3.1648, -5.0034)  0.039
H (2.5601, -3.8592, -4.7988)  0.060
H (3.9971, -4.8771, -5.2310)  0.056
C (6.0985, -0.1211, -1.3778)  -0.224
S (6.9333, -1.7685, -1.1284)  0.800
O (8.3729, -1.7367, -1.4958)  -0.553
C (6.9584, -1.6252, 0.6634)  -0.265
H (6.1357, 0.0550, -2.4415)  0.042
H (6.6652, 0.6450, -0.8569)  0.055
H (5.0631, -0.1997, -1.0780)  0.023
H (7.4322, -0.6854, 0.9869)  0.060
H (7.6716, -2.3430, 0.9758)  0.030
H (5.9787, -1.5389, 1.1210)  0.053
C (-5.3405, 0.1410, -0.6474)  -0.248
S (-4.7855, 0.6196, -2.2680)  0.816
O (-3.7277, 1.5928, -1.9402)  -0.544
C (-4.0630, -0.8984, -2.7582)  -0.261
H (-4.4881, 0.0873, -0.0024)  0.023
H (-5.9706, -0.8083, -0.5848)  0.088
H (-5.9368, 0.9930, -0.3676)  0.041
H (-4.8216, -1.6730, -2.7558)  0.059
H (-3.2163, -0.9822, -2.1062)  0.040
H (-3.7015, -0.7577, -3.7494)  0.030
C (-1.7081, 1.7010, -4.2888)  -0.264
S (-1.3815, 3.2564, -3.5008)  0.805
O (-0.1237, 3.7923, -4.1699)  -0.557
C (-2.7419, 4.2781, -4.0502)  -0.244
H (-2.6729, 1.2174, -4.1300)  0.020
H (-0.9632, 1.0636, -3.8329)  0.039
H (-1.4797, 1.8976, -5.3663)  0.079
H (-3.1221, 3.6926, -4.8647)  0.030
H (-2.4118, 5.2090, -4.4933)  0.056
H (-3.5489, 4.3749, -3.2960)  0.066
C (-5.8161, -5.7249, 3.7839)  -0.033
C (-6.2384, -4.3308, 3.3179)  -0.171
O (-5.3227, -3.7821, 2.3349)  0.016
C (-5.6242, -4.1486, 1.1119)  -0.423
O (-6.5821, -4.6704, 0.6407)  0.184
C (-4.3266, -3.8355, 0.3002)  -0.474
F (-3.6648, -2.7779, 0.6724)  0.194
F (-3.4792, -4.9322, 0.3042)  0.123
F (-4.7166, -3.6406, -1.0153)  0.101
H (-4.8036, -5.5537, 4.2002)  0.080
H (-5.7858, -6.4932, 3.0284)  0.078
H (-6.4848, -6.0409, 4.5595)  0.075
H (-6.2086, -3.5937, 4.0685)  0.108
H (-7.2255, -4.3541, 2.8365)  0.126
C (2.7967, 4.6954, -2.0874)  -0.029
C (1.9532, 3.4212, -1.7688)  -0.128
O (2.0342, 3.1999, -0.2816)  0.027
C (2.7250, 2.1260, 0.0251)  -0.365
O (3.2582, 1.3668, -0.7733)  0.092
C (2.9399, 1.9251, 1.5992)  -0.520
F (3.8015, 0.9449, 1.7703)  0.177
F (3.4168, 3.0371, 2.1761)  0.168
F (1.7743, 1.6060, 2.2019)  0.148
H (2.6826, 5.3604, -1.2287)  0.051
H (2.5283, 5.2565, -3.0309)  0.101
H (3.8444, 4.4889, -2.1868)  0.062
H (2.0993, 2.5168, -2.3669)  0.122
H (0.9382, 3.7191, -1.8619)  0.064
C (0.0450, -4.2303, 2.5842)  -0.059
C (-1.2127, -4.2114, 3.4700)  -0.189
O (-1.5532, -2.8201, 3.5563)  0.013
C (-2.7575, -2.4946, 4.0799)  -0.337
O (-3.4444, -3.2702, 4.7214)  0.142
C (-3.2023, -1.0870, 3.7374)  -0.564
F (-2.2796, -0.6778, 2.8595)  0.158
F (-4.3976, -1.1500, 3.1603)  0.182
F (-3.2614, -0.2401, 4.7486)  0.202
H (-0.1902, -3.7917, 1.6061)  0.059
H (0.4149, -5.2073, 2.2333)  0.080
H (0.9359, -3.6782, 3.0218)  0.103
H (-0.9701, -4.5427, 4.4752)  0.123
H (-1.9741, -4.8722, 3.0852)  0.118
C (-1.0381, 5.9964, 2.2826)  -0.064
C (0.2053, 5.6157, 1.5784)  -0.139
O (1.3919, 5.7457, 2.5487)  0.036
C (2.5215, 6.1475, 2.0112)  -0.409
O (2.7225, 6.4537, 0.8749)  0.138
C (3.6959, 6.1666, 3.1216)  -0.532
F (3.3569, 5.4869, 4.2375)  0.147
F (4.7568, 5.6290, 2.5353)  0.163
F (4.0459, 7.3943, 3.5035)  0.162
H (-1.2104, 5.5238, 3.2391)  0.084
H (-1.8499, 5.6499, 1.6352)  0.087
H (-1.1159, 7.0841, 2.3694)  0.087
H (0.4211, 6.1465, 0.6617)  0.121
H (0.2494, 4.5618, 1.3375)  0.098
C (1.2523, -1.4846, -0.1189)  -0.019
C (0.7928, -0.5087, -1.1906)  -0.126
O (0.0719, 0.6191, -0.5752)  0.027
C (-1.0734, 0.4554, -0.0074)  -0.401
O (-1.8249, -0.4801, -0.1299)  0.124
C (-1.5680, 1.7393, 0.7881)  -0.499
F (-0.9370, 1.8547, 1.9802)  0.135
F (-1.3726, 2.8953, 0.1406)  0.150
F (-2.8702, 1.5976, 1.0837)  0.143
H (0.3780, -2.0333, 0.1477)  0.053
H (1.6513, -1.0433, 0.7707)  0.079
H (1.9770, -2.0948, -0.6311)  0.060
H (0.0751, -0.9301, -1.8153)  0.099
H (1.5913, 0.0498, -1.7319)  0.125